The following is a quantum chemistry calculation of an isolated molecule of C5H8N2 in a non-equilibrium geometry, from OMol25.

Geometry as XYZ:
```
15
Properties=species:S:1:pos:R:3:forces:R:3:mulliken_charge:R:1
C -0.957445 1.156931 -0.247387 0.0 0.0 0.0 -1.391
C -0.197064 -0.150624 -0.148999 0.0 0.2 0.0 1.138
C 1.267106 -0.073916 -0.563686 0.0 -0.1 -0.1 -0.763
C 2.063171 0.612999 0.462347 0.5 0.5 0.7 0.323
N 2.659469 1.153103 1.293493 -0.6 -0.5 -0.8 -0.428
C -0.575309 -1.179061 0.845284 0.1 0.0 0.3 -0.657
N -0.867605 -1.373245 -0.576652 -0.2 0.0 -0.2 -0.702
H -0.315126 2.008685 -0.002544 -0.1 -0.1 0.0 0.388
H -1.323605 1.301174 -1.271536 0.1 0.0 0.1 0.318
H -1.817712 1.180521 0.428778 0.1 -0.1 -0.1 0.350
H 1.373647 0.460809 -1.515076 0.0 -0.1 0.1 0.278
H 1.657181 -1.086333 -0.706304 0.0 0.1 0.0 0.337
H -1.386453 -0.952764 1.534492 0.1 0.0 -0.2 0.275
H 0.179908 -1.854218 1.243019 -0.1 0.1 0.0 0.253
H -1.847922 -1.177229 -0.768722 0.1 0.0 0.0 0.282
```
Forces are in eV/Å.

The value obtained for the HOMO energy is -9.99 eV. The value obtained for the molar mass is 96.13 g mol⁻¹. As for the frontier orbital gap: 10.858 eV. The net charge is 0. The LUMO energy is 0.9 eV.